Entry 1:
Formula: C12H26N2O6S
Source: the OMol25 dataset
Level of theory: ωB97M-V with the def2-TZVPD basis set

Geometry (Å):
O -0.6548 -3.2237 1.9355
S 0.0026 -2.6931 0.7912
O 1.0605 -3.5254 0.3354
C 0.7351 -1.1288 1.2793
C -0.1649 0.0742 0.9981
C -0.7119 -0.0352 -0.4038
C -1.6122 -1.2101 -0.6660
C -3.0109 -1.1147 -0.0518
C -3.1757 -1.5559 1.3869
O -4.5487 -1.3434 1.7771
O -0.9835 -2.4981 -0.4427
H 1.6572 -1.0082 0.7319
H 0.9568 -1.2319 2.3295
H 0.4918 0.9353 1.0070
H -0.9145 0.2486 1.7552
H -1.2987 0.8503 -0.6208
H 0.1140 -0.0235 -1.1076
H -1.7982 -1.1788 -1.7326
H -3.6182 -1.7982 -0.6381
H -3.4183 -0.1296 -0.2386
H -2.5634 -0.9998 2.0857
H -3.0309 -2.6152 1.4884
H -4.7755 -0.4321 1.5362
C -2.2221 1.0446 -5.0353
N -2.4944 1.7310 -3.7867
C -1.9386 3.0565 -3.5657
C -3.2471 1.1825 -2.8210
O -3.5032 1.7156 -1.7561
H -1.1471 0.9011 -5.1585
H -2.5994 1.6297 -5.8757
H -2.7084 0.0718 -5.0391
H -1.2968 3.0517 -2.6843
H -2.7404 3.7752 -3.3972
H -1.3588 3.3562 -4.4342
H -3.6214 0.1766 -3.0817
C 5.3860 -0.3673 3.9029
N 4.8589 0.3252 2.7423
C 5.7764 0.9921 1.8325
C 3.5472 0.3712 2.4766
O 3.0464 0.9350 1.5180
H 5.9269 0.3317 4.5431
H 6.0667 -1.1603 3.5892
H 4.5730 -0.8093 4.4739
H 5.5427 2.0553 1.7782
H 5.6817 0.5718 0.8314
H 6.7956 0.8621 2.1854
H 2.9386 -0.1627 3.2268

Values from the calculation:
SMILES: O=S1(=O)CCC[C@H](CCO)O1.CN(C)C=O.CN(C)C=O
Gap between HOMO and LUMO: 0.377 Ha
DFT total energy: -1431.94804 Ha
F_max: 1.98 eV/Å
M: 326.4 g mol⁻¹



Entry 2:
Formula: C12H26N4O5S2
Source: the OMol25 dataset
Level of theory: ωB97M-V with the def2-TZVPD basis set

Geometry (Å):
C 4.2372 1.8640 -0.5517
C 4.5792 0.5581 0.1583
N 3.6308 -0.4892 -0.1662
C 4.0716 -1.6325 -0.9347
C 4.2741 -1.2941 -2.4086
S 2.3928 -0.6603 0.9071
O 2.8267 -0.3940 2.2438
O 1.7152 -1.8955 0.6455
N 1.4135 0.6339 0.4492
C 0.4007 0.8874 1.4625
C -0.4459 2.0892 1.0438
N -1.0097 1.9094 -0.2731
S -2.4754 1.1406 -0.3679
O -3.3093 1.7539 0.6175
O -2.8602 1.1933 -1.7443
N -2.1894 -0.4617 0.0671
C -2.8233 -0.8915 1.3027
C -4.2922 -1.2498 1.0635
O -4.4206 -2.2264 0.0542
C -3.8604 -1.7800 -1.1603
C -2.3777 -1.4365 -0.9945
C -0.0262 1.5761 -1.2746
C 0.8282 0.3800 -0.8540
H 4.9515 2.6334 -0.2698
H 4.2683 1.7355 -1.6305
H 3.2392 2.1809 -0.2642
H 4.5443 0.7088 1.2403
H 5.5834 0.2243 -0.1153
H 5.0037 -2.0359 -0.5165
H 3.2902 -2.3844 -0.8236
H 4.5603 -2.1919 -2.9498
H 5.0593 -0.5523 -2.5297
H 3.3560 -0.9052 -2.8410
H 0.9295 1.0825 2.3958
H -0.2369 0.0032 1.5885
H -1.2783 2.2411 1.7297
H 0.1767 2.9890 1.0223
H -2.2747 -1.7649 1.6697
H -2.7526 -0.0766 2.0209
H -4.8324 -0.3346 0.7797
H -4.7388 -1.6800 1.9613
H -4.3876 -0.8826 -1.5162
H -3.9934 -2.5949 -1.8738
H -1.8060 -2.3310 -0.7272
H -1.9925 -1.0088 -1.9185
H -0.5683 1.3673 -2.1962
H 0.6139 2.4524 -1.4195
H 1.6557 0.2325 -1.5488
H 0.2204 -0.5327 -0.8212

Values from the calculation:
SMILES: CCN(CC)S(=O)(=O)N1CCN(S(=O)(=O)N2CCOCC2)CC1
Gap between HOMO and LUMO: 0.355 Ha
DFT total energy: -1864.40768 Ha
F_max: 1.06 eV/Å
M: 370.5 g mol⁻¹



Entry 3:
Formula: C12H26N6O5
Source: the OMol25 dataset
Level of theory: ωB97M-V with the def2-TZVPD basis set

Geometry (Å):
H -2.9427 -1.7620 -0.1529
N -2.3597 -1.7909 0.6749
C -1.0965 -1.6403 0.5417
N -0.4441 -1.6952 1.7233
C 0.9956 -1.9216 1.8833
C 1.2726 -2.3336 3.3308
C 0.8536 -1.2282 4.3245
C 0.9403 -1.6715 5.7931
N 0.0680 -2.8603 5.9867
C 0.5539 -0.4807 6.7114
O 1.3001 0.4825 6.7654
O -0.6130 -0.5492 7.4019
N -0.5482 -1.4507 -0.7021
O 0.5930 -0.6272 -0.8955
C 1.5316 -1.2221 -1.7920
H -1.0660 -1.9700 2.4743
H 1.3314 -2.7145 1.2067
H 1.5499 -1.0088 1.6426
H 0.7260 -3.2590 3.5350
H 2.3389 -2.5463 3.4509
H 1.4968 -0.3558 4.1679
H -0.1752 -0.9120 4.1281
H 1.9760 -1.9435 6.0231
H 0.1684 -3.2253 6.9346
H -0.9079 -2.6088 5.8196
H -0.6693 0.2907 7.8840
H -1.2515 -1.4152 -1.4281
H 1.1055 -1.2964 -2.7971
H 2.4374 -0.6112 -1.8434
H 1.8070 -2.2246 -1.4501
C -3.7452 3.7502 -4.4052
N -2.8019 2.6391 -4.2998
C -1.6144 2.7228 -3.6889
O -1.2183 3.7515 -3.1462
C -0.7553 1.4556 -3.6747
N 0.6764 1.7527 -3.7554
C 1.3604 1.7723 -4.8974
C 2.7753 2.2970 -4.8302
O 0.8971 1.3867 -5.9628
H -4.5934 3.4680 -5.0303
H -3.2447 4.6147 -4.8467
H -4.1027 4.0273 -3.4115
H -3.0428 1.7687 -4.7464
H -0.9597 0.9201 -2.7487
H -1.0483 0.8163 -4.5082
H 1.1138 2.1393 -2.9340
H 3.3831 1.6259 -4.2276
H 2.7690 3.2919 -4.3889
H 3.1798 2.3515 -5.8399

Values from the calculation:
SMILES: [H]/N=C(/NCCC[C@H](N)C(=O)O)NOC.CNC(=O)CNC(C)=O
Gap between HOMO and LUMO: 0.328 Ha
DFT total energy: -1177.55992 Ha
F_max: 2.11 eV/Å
M: 334.4 g mol⁻¹
Relative energy (zero: lowest compared OMol25 entry of this formula, charge and spin): 0.0 kcal per mole



Entry 4:
Formula: C12H26N8O3
Source: the OMol25 dataset
Level of theory: ωB97M-V with the def2-TZVPD basis set

Geometry (Å):
H 0.1737 3.8911 -0.6240
N 0.3750 3.1465 0.0275
C -0.6184 2.6930 0.5742
N -1.8919 3.2029 0.3925
N -0.5798 1.5530 1.3495
C -1.6375 1.4270 2.4939
C -1.7068 0.0442 3.1642
C -2.1996 -1.1597 2.3666
C -1.5063 -1.2676 0.9569
N -2.1658 -0.5396 -0.1193
C -1.6226 0.2024 -1.1596
O -2.2675 0.9141 -1.8927
C -0.0897 0.0114 -1.4999
N 0.2056 -1.3571 -2.0392
C 0.5787 1.0353 -2.4147
C 2.0004 1.4371 -1.8709
C 3.2348 0.4327 -2.0146
N 2.9589 -0.8488 -1.4950
C 3.1105 -1.2649 -0.2171
N 2.7349 -2.6224 0.0296
N 3.6989 -0.4692 0.5945
H 3.9127 -0.9143 1.4963
C -1.2811 -2.7208 0.4924
O -0.1617 -3.0821 0.1185
O -2.2960 -3.6168 0.5449
H -1.9851 3.7441 -0.4444
H -2.6062 2.4263 0.2335
H 0.3076 1.2900 1.7066
H -2.6163 1.6699 2.1134
H -1.2663 2.1430 3.2288
H -0.6498 -0.3309 3.3436
H -2.2753 0.1687 4.1704
H -3.3171 -0.9458 2.1909
H -1.9976 -2.1331 2.8729
H -0.5375 -0.8688 1.0322
H -3.1590 -0.5606 -0.0843
H 0.3884 0.0566 -0.4296
H -0.0656 -2.1137 -1.4071
H -0.3580 -1.5267 -2.8904
H 0.7001 0.5212 -3.3756
H -0.0769 1.8604 -2.5285
H 1.7376 1.7445 -0.8787
H 2.3685 2.3532 -2.3045
H 4.0927 0.7116 -1.4280
H 3.4246 0.4608 -3.1211
H 2.3560 -1.3648 -2.1200
H 3.2405 -3.0503 0.7602
H 2.4559 -3.1080 -0.8165
H -3.1205 -3.2750 0.9215

Values from the calculation:
SMILES: [H]/N=C(\N)NCCC[C@H](NC(=O)[C@@H](N)CCCN/C(N)=N/[H])C(=O)O
Gap between HOMO and LUMO: 0.290 Ha
DFT total energy: -1136.60300 Ha
F_max: 3.96 eV/Å
M: 330.4 g mol⁻¹
Relative energy (zero: lowest compared OMol25 entry of this formula, charge and spin): 68.3 kcal per mole



Entry 5:
Formula: C12H27ClIN2NdOP2
Source: the OMol25 dataset
Level of theory: ωB97M-V with the def2-TZVPD basis set

Geometry (Å):
C 0.0104 0.9506 -7.6506
C 0.0144 1.5137 -6.2398
H 0.0135 1.7991 -8.3656
H -0.8849 0.3344 -7.8125
H 0.9003 0.3269 -7.8146
O 0.0231 2.6937 -5.9592
I 0.0038 0.1343 -4.5309
Nd 0.0060 0.3966 0.0893
P 2.7950 0.0167 -0.0461
C 3.6649 1.2326 0.9833
C 3.3232 -1.6679 0.5126
H 4.4067 -1.8642 0.4351
H 4.4207 0.0617 -1.9598
H 2.7825 -2.4216 -0.0937
H 2.7842 -0.5111 -2.4292
H 3.3250 1.1079 2.0219
H 3.0228 -1.7884 1.5717
C 3.3415 0.2102 -1.7991
H 4.7558 1.1792 0.9774
H 3.0761 1.2334 -2.1302
H 3.3691 2.2379 0.6497
P -2.7885 0.0609 -0.0425
C -3.6401 1.2892 0.9868
C -3.3349 0.2563 -1.7952
H -2.8073 -2.3785 -0.0837
H -4.4218 -1.8005 0.4540
H -3.0298 -1.7360 1.5807
C -3.3354 -1.6160 0.5229
H -2.7871 -0.4732 -2.4242
H -4.4159 0.1208 -1.9551
H -4.7315 1.2525 0.9797
H -3.3292 2.2897 0.6528
H -3.0572 1.2753 -2.1293
H -3.3018 1.1605 2.0256
Cl -0.0097 -1.7375 -1.2502
C -0.0726 0.3627 5.8296
N -0.0275 -0.2272 4.4910
C 0.0581 -1.5912 4.2202
C 0.0780 -1.7350 2.8717
N 0.0061 -0.4514 2.2870
C -0.0595 0.4296 3.3226
H -0.9462 -0.0064 6.3858
H 0.8316 0.1025 6.3984
H -0.1375 1.4452 5.7409
H 0.0995 -2.3453 5.0014
H 0.1324 -2.6245 2.2827
H -0.1262 1.5017 3.2370

Values from the calculation:
Gap between HOMO and LUMO (spin up / spin down): 0.264 / 0.276 Ha
DFT total energy: -2659.74347 Ha
F_max: 3.49 eV/Å
M: 583.9 g mol⁻¹
Spin multiplicity: 4
Charge: +2



Entry 6:
Formula: C12H27F2LiN2O17PS2
Source: the OMol25 dataset
Level of theory: ωB97M-V with the def2-TZVPD basis set

Geometry (Å):
Li -0.0630 -0.7022 1.3069
N -0.3393 -2.5953 0.7848
S -0.0761 -3.9100 1.6622
O 1.0354 -4.6809 1.2537
O -1.2929 -4.5575 2.0609
F 0.4048 -3.2253 3.0135
S -1.5261 -3.0254 -0.2579
O -2.8020 -2.5154 0.0712
O -1.3847 -4.3250 -0.7907
F -1.0263 -2.1157 -1.4485
N 0.8357 0.7490 3.9914
O 1.8219 0.7755 4.7313
O 0.7563 -0.1361 3.0784
O -0.1458 1.4791 4.2011
C 3.0944 -1.6689 -0.1271
O 3.5285 -2.1011 -1.4157
C 4.3963 -1.3128 -2.0063
O 4.8463 -0.3026 -1.5561
O 4.7202 -1.8448 -3.1982
C 5.6039 -1.0476 -3.9957
H 2.4995 -0.7585 -0.2082
H 3.9641 -1.4670 0.4993
H 2.5182 -2.4543 0.3497
H 5.6461 -1.5614 -4.9526
H 6.6032 -0.9996 -3.5699
H 5.1873 -0.0517 -4.1241
C -2.1905 -1.6281 4.1805
O -3.3001 -0.9011 3.6893
C -3.1589 -0.3604 2.4865
O -2.1531 -0.2394 1.8427
O -4.3304 0.1103 2.1065
C -4.3765 0.6390 0.7603
H -2.0712 -2.5784 3.6674
H -2.4033 -1.8084 5.2350
H -1.2700 -1.0597 4.1389
H -3.6076 1.4051 0.6303
H -5.3916 0.9852 0.6405
H -4.1009 -0.1552 0.0612
C -2.3657 0.0450 -3.1791
C -2.8819 0.4239 -1.8076
O -2.2924 1.7066 -1.3987
P -0.9112 1.7285 -0.6584
O -0.3241 0.4207 -0.3532
O -0.0690 2.6554 -1.6129
C 1.3605 2.5415 -1.8105
C 1.6607 1.5105 -2.8908
O -1.2900 2.5900 0.5986
C -0.2240 2.9495 1.4930
C 0.2029 4.4026 1.3049
H -1.3011 -0.2163 -3.1169
H -2.8468 -0.8354 -3.6024
H -2.4209 0.8993 -3.8540
H -3.9444 0.6685 -1.8770
H -2.7212 -0.3320 -1.0457
H 1.6882 3.5097 -2.1936
H 1.8830 2.3579 -0.8716
H 2.7033 1.6018 -3.1866
H 1.5552 0.4931 -2.5072
H 0.9583 1.6211 -3.7147
H -0.4702 2.6446 2.5066
H 0.6633 2.3236 1.2941
H 1.1777 4.5652 1.7579
H 0.2928 4.5746 0.2293
H -0.5351 5.0973 1.7040

Values from the calculation:
Gap between HOMO and LUMO: 0.312 Ha
DFT total energy: -3207.24623 Ha
F_max: 2.01 eV/Å
M: 611.4 g mol⁻¹
Relative energy (zero: lowest compared OMol25 entry of this formula, charge and spin): 0.0 kcal per mole
Charge: -1



Entry 7:
Formula: C12H27F3N2OSi2
Source: the OMol25 dataset
Level of theory: ωB97M-V with the def2-TZVPD basis set

Geometry (Å):
F -1.0892 -2.1643 -0.8725
C -1.7876 -2.5664 -1.9440
F -3.0755 -2.4597 -1.7180
F -1.5022 -3.8895 -2.1154
O -1.4457 -1.8631 -3.0461
C -0.1935 -1.1686 -3.1044
C 1.0723 -2.0154 -3.2239
C 1.0321 -3.3059 -4.0737
C 2.2488 -4.0109 -3.6039
N 2.6980 -3.5009 -2.5161
C 1.7722 -2.4904 -1.9387
H -0.2930 -0.5716 -4.0116
H -0.1074 -0.4786 -2.2586
H 1.7938 -1.3687 -3.7410
H 1.1471 -3.1039 -5.1446
H 0.1334 -3.9233 -3.9558
H 2.7487 -4.8390 -4.0980
H 3.5559 -3.7983 -2.0642
H 2.2587 -1.7324 -1.3287
H 1.1049 -3.0627 -1.2903
C 0.0303 4.2883 4.3028
Si -0.3881 3.3235 2.7314
C 0.6989 4.0915 1.3674
C -2.1646 3.8346 2.2839
N -0.1600 1.6916 2.9731
Si -0.3651 0.4326 1.9384
C 0.7479 0.4815 0.3716
C -2.1254 0.1830 1.2551
C 0.0993 -1.2199 2.7510
H -0.1062 5.3674 4.1800
H -0.6076 3.9560 5.1251
H 1.0692 4.1067 4.5887
H 0.6721 5.1855 1.3929
H 0.3728 3.7804 0.3695
H 1.7372 3.7756 1.4988
H -2.8693 3.3681 2.9765
H -2.4322 3.5218 1.2699
H -2.3026 4.9193 2.3389
H 0.4133 1.2489 -0.3342
H 0.7316 -0.4822 -0.1501
H 1.7808 0.7037 0.6527
H -2.8355 0.2159 2.0838
H -2.2560 -0.7742 0.7457
H -2.3971 0.9758 0.5512
H -0.5557 -1.4089 3.6037
H 1.1281 -1.1795 3.1178
H 0.0120 -2.0733 2.0642

Values from the calculation:
Gap between HOMO and LUMO: 0.108 Ha
DFT total energy: -1536.74795 Ha
F_max: 0.69 eV/Å
M: 328.5 g mol⁻¹



Entry 8:
Formula: C12H28Al2FeN4O12P2
Source: the OMol25 dataset
Level of theory: ωB97M-V with the def2-TZVPD basis set

Geometry (Å):
Fe -13.9136 -17.3088 -11.1219
Al -14.0814 -15.1073 -14.4158
Al -11.4671 -14.2240 -10.4152
P -14.9881 -14.8314 -10.9176
O -13.9927 -13.9275 -11.7262
O -13.9312 -15.6432 -9.9990
O -15.2429 -16.0863 -11.8529
O -16.1883 -14.2069 -10.1496
P -11.7081 -16.9400 -12.6405
O -13.2334 -17.3824 -12.9358
O -11.6525 -15.4308 -12.9870
O -10.4664 -17.7427 -13.0536
O -11.9467 -16.9836 -11.0585
C -11.1056 -16.9858 -16.5307
O -12.2155 -16.5242 -16.3378
N -10.6655 -17.0983 -17.8022
C -9.2575 -17.2584 -18.0294
C -11.4921 -16.9082 -18.9395
H -10.3425 -17.2529 -15.7834
H -9.0018 -18.0093 -18.7769
H -8.5598 -17.2663 -17.1921
H -8.9216 -16.3872 -18.5919
H -10.9714 -16.2753 -19.6582
H -11.6706 -17.7960 -19.5462
H -12.4902 -16.5193 -18.7377
C -8.3684 -15.4407 -12.5711
O -8.7194 -14.7395 -11.6484
N -7.4146 -15.0932 -13.4244
C -7.4399 -15.7365 -14.7207
C -6.7316 -13.8579 -13.3725
H -8.7996 -16.4332 -12.7743
H -6.4075 -15.8852 -15.0373
H -7.8529 -15.0009 -15.4110
H -7.9466 -16.6835 -14.9064
H -7.0276 -13.1538 -14.1502
H -6.7221 -13.3184 -12.4253
H -5.6847 -14.1299 -13.5064
C -10.0923 -20.7398 -14.6908
O -9.2207 -21.6406 -14.6183
N -11.1576 -20.8093 -15.5563
C -12.1760 -19.7539 -15.4910
C -11.4566 -21.9584 -16.3838
H -10.0997 -19.7718 -14.1663
H -13.0460 -20.0288 -14.8948
H -12.5770 -19.2736 -16.3836
H -11.8164 -18.8476 -15.0038
H -11.2500 -21.6120 -17.3964
H -10.7101 -22.6920 -16.0794
H -12.4522 -22.3417 -16.1601
C -9.4983 -17.6276 -9.6679
O -9.5172 -16.4196 -9.4578
N -9.3555 -18.6075 -8.7573
C -9.6428 -20.0391 -8.9989
C -9.2900 -18.1662 -7.3178
H -9.3021 -18.1541 -10.6147
H -9.3732 -20.7641 -8.2310
H -9.2107 -20.3386 -9.9537
H -10.7090 -20.2640 -8.9687
H -10.2258 -17.7684 -6.9253
H -8.8835 -18.8972 -6.6189
H -8.6966 -17.2779 -7.1011

Values from the calculation:
Gap between HOMO and LUMO (spin up / spin down): 0.307 / 0.134 Ha
DFT total energy: -4026.64657 Ha
F_max: 3.42 eV/Å
M: 592.1 g mol⁻¹
Relative energy (zero: lowest compared OMol25 entry of this formula, charge and spin): 87.5 kcal per mole
Spin multiplicity: 9
Charge: +2